A molecular structure, C28H46IN13O2Si2 in a non-equilibrium geometry, computed with the ωB97M-V functional and the def2-TZVPD basis.

Values from the calculation:
- Charge: 0
- LUMO: 0.0935 eV
- HOMO: -9.42 eV
- Frontier orbital gap: 0.3496 Eh

Cartesian coordinates (Å):
O  -3.886428  -0.066945  -5.915174
C  -3.091702  -1.092747  -5.596057
I  -1.329050  -1.419084  -6.905907
C  -3.416393  -2.062293  -4.304592
Si  -1.958086  -2.040892  -3.020106
O  -2.339311  -0.950419  -1.652759
Si  -1.487742  0.553862  -2.126810
H  -4.450418  -1.847391  -3.791462
H  -3.445724  -3.179277  -4.724914
H  -0.780792  -1.550243  -3.763968
H  -1.704057  -3.414112  -2.607833
H  -0.099709  0.113896  -2.415988
H  -2.155088  0.987607  -3.366677
H  -1.474475  1.560864  -1.074881
C  -2.924318  0.188771  2.171677
C  -1.549206  0.299401  1.657117
N  -0.462680  0.386943  1.250445
H  -3.546734  1.029236  1.846684
H  -3.413073  -0.728252  1.825967
H  -2.946704  0.174210  3.266466
C  0.843680  -2.685415  0.732163
C  0.201761  -3.526363  -0.291892
N  -0.305533  -4.190726  -1.101127
H  0.644778  -1.621527  0.564874
H  0.484143  -2.927383  1.737902
H  1.931200  -2.814043  0.737825
C  5.179012  -1.132436  2.243245
C  4.226748  -2.252375  2.326164
N  3.474182  -3.137213  2.391679
H  4.667631  -0.177794  2.080295
H  5.766365  -1.031957  3.162074
H  5.887921  -1.264304  1.419027
C  -1.384247  1.038349  -10.100559
C  -0.009134  1.148979  -10.615119
N  1.077392  1.236521  -11.021790
H  -2.006663  1.878815  -10.425552
H  -1.873001  0.121326  -10.446269
H  -1.406633  1.023788  -9.005770
C  -5.422316  -0.209859  5.229558
C  -5.663548  -0.621828  3.836707
N  -5.854007  -0.947345  2.736094
H  -4.352077  -0.142924  5.452074
H  -5.858899  0.771655  5.442517
H  -5.857016  -0.918695  5.942204
C  -3.039323  -4.095719  3.514408
C  -2.601526  -3.272842  4.654210
N  -2.255504  -2.622545  5.554748
H  -2.667804  -3.699831  2.563277
H  -2.679766  -5.126761  3.598065
H  -4.131209  -4.138827  3.442262
C  3.181183  -1.045930  -5.642570
C  2.023476  -0.546223  -4.882340
N  1.108777  -0.151245  -4.281588
H  4.000602  -0.319444  -5.655811
H  3.577361  -1.972474  -5.213749
H  2.919964  -1.257710  -6.684775
C  4.906111  -0.793700  6.560512
C  5.976981  -0.880742  5.553732
N  6.823044  -0.949476  4.758096
H  3.979799  -0.395989  6.132520
H  4.670482  -1.774757  6.986346
H  5.185244  -0.138590  7.392494
C  7.009238  2.798608  7.792253
C  5.925679  2.005148  8.395795
N  5.069539  1.378054  8.872621
H  7.709061  2.168429  7.233211
H  6.621321  3.548547  7.094801
H  7.590555  3.332824  8.551175
C  -6.504016  -3.087321  -7.063589
C  -5.805733  -3.779024  -5.967282
N  -5.253833  -4.325544  -5.101079
H  -5.804349  -2.555360  -7.716956
H  -7.064411  -3.787705  -7.691879
H  -7.218800  -2.348705  -6.685689
C  -4.175325  4.498175  2.415098
C  -4.013817  3.359506  3.334497
N  -3.886086  2.459710  4.060883
H  -3.418044  4.489954  1.623984
H  -5.154777  4.486908  1.925328
H  -4.086222  5.456231  2.938037
C  3.523114  5.606825  9.035458
C  4.593984  5.519783  8.028678
N  5.440047  5.451049  7.233042
H  2.596802  6.004536  8.607466
H  3.287486  4.625769  9.461291
H  3.802247  6.261935  9.867439
C  3.155907  2.735637  -8.421172
C  3.854191  2.043934  -7.324865
N  4.406090  1.497414  -6.458662
H  3.855575  3.267598  -9.074539
H  2.595513  2.035253  -9.049462
H  2.441124  3.474253  -8.043272

Cartesian forces (eV/Å) of the 2 atoms listed first:
O 5.1289 -6.4199 1.8374
C -5.7094 4.8181 0.1216

Okay, here come the Mulliken numbers, in e, for every atom: atom 1 (O): -0.542, atom 2 (C): 0.273, atom 3 (I): -0.024, atom 4 (C): -0.437, atom 5 (Si): 0.404, atom 6 (O): -0.224, atom 7 (Si): 0.799, atom 8 (H): 0.299, atom 9 (H): 0.205, atom 10 (H): -0.134, atom 11 (H): -0.103, atom 12 (H): -0.096, atom 13 (H): -0.212, atom 14 (H): -0.242, atom 15 (C): -0.490, atom 16 (C): 0.177, atom 17 (N): -0.543, atom 18 (H): 0.214, atom 19 (H): 0.317, atom 20 (H): 0.217, atom 21 (C): -0.306, atom 22 (C): 0.363, atom 23 (N): -0.537, atom 24 (H): 0.081, atom 25 (H): 0.262, atom 26 (H): 0.110, atom 27 (C): -0.582, atom 28 (C): 0.493, atom 29 (N): -0.510, atom 30 (H): 0.249, atom 31 (H): 0.088, atom 32 (H): 0.285, atom 33 (C): -0.625, atom 34 (C): 0.393, atom 35 (N): -0.445, atom 36 (H): 0.284, atom 37 (H): 0.256, atom 38 (H): 0.120, atom 39 (C): -0.838, atom 40 (C): 0.480, atom 41 (N): -0.498, atom 42 (H): 0.270, atom 43 (H): 0.299, atom 44 (H): 0.336, atom 45 (C): -0.740, atom 46 (C): 0.431, atom 47 (N): -0.470, atom 48 (H): 0.182, atom 49 (H): 0.326, atom 50 (H): 0.287, atom 51 (C): -0.904, atom 52 (C): 0.357, atom 53 (N): -0.291, atom 54 (H): 0.349, atom 55 (H): 0.305, atom 56 (H): 0.246, atom 57 (C): -0.610, atom 58 (C): 0.456, atom 59 (N): -0.552, atom 60 (H): 0.265, atom 61 (H): 0.286, atom 62 (H): 0.100, atom 63 (C): -0.816, atom 64 (C): 0.532, atom 65 (N): -0.543, atom 66 (H): 0.311, atom 67 (H): 0.301, atom 68 (H): 0.307, atom 69 (C): -0.801, atom 70 (C): 0.494, atom 71 (N): -0.478, atom 72 (H): 0.247, atom 73 (H): 0.321, atom 74 (H): 0.265, atom 75 (C): -0.901, atom 76 (C): 0.464, atom 77 (N): -0.394, atom 78 (H): 0.276, atom 79 (H): 0.275, atom 80 (H): 0.329, atom 81 (C): -0.782, atom 82 (C): 0.400, atom 83 (N): -0.453, atom 84 (H): 0.270, atom 85 (H): 0.267, atom 86 (H): 0.269, atom 87 (C): -0.570, atom 88 (C): 0.372, atom 89 (N): -0.493, atom 90 (H): 0.283, atom 91 (H): 0.072, atom 92 (H): 0.272